## i
The following is a quantum chemistry calculation of 2 unconnected molecules or ions with the total composition C4H12N2, from the OMol25 dataset.

Geometry as ORCA input:
```
! wB97M-V def2-TZVPD RIJCOSX def2/J DEFGRID3
* xyz -1 2
C -1.687 1.198 -0.365
C -1.975 -0.251 0.010
N -1.290 -0.764 1.198
H -0.611 1.416 -0.357
H -1.977 1.379 -1.410
H -2.115 1.940 0.321
H -3.053 -0.320 0.203
H -1.707 -0.908 -0.816
H -0.288 -0.746 1.028
H -1.439 -0.171 2.006
C 2.177 0.796 -0.435
C 2.090 -0.514 -0.702
N 1.755 -1.487 0.289
H 1.859 1.189 0.519
H 2.648 1.456 -1.159
H 2.498 -0.917 -1.624
H 2.200 -1.294 1.172
H 0.916 -2.002 0.121
*
```

Computed properties:
LUMO energy (spin up / spin down)	4.301 / 4.164	eV
HOMO (spin up / spin down)	1.47 / -4.88	eV

=====

## ii
The following is a quantum chemistry calculation of 2 unconnected molecules or ions with the total composition C4H12N2, from the OMol25 dataset.

Geometry as ORCA input:
```
! wB97M-V def2-TZVPD RIJCOSX def2/J DEFGRID3
* xyz -1 2
C 1.888 -0.026 2.772
N 1.549 0.627 1.545
C 0.164 0.347 1.172
C -0.279 0.851 -0.177
N -1.381 0.175 -0.903
C -1.519 -1.497 -3.791
H 1.809 -1.112 2.837
H 1.413 0.454 3.653
H 2.932 0.220 3.011
H -0.055 -0.723 1.147
H -0.434 0.859 1.973
H -0.727 -2.017 -3.264
H -0.216 1.944 -0.246
H 0.481 0.382 -0.866
H -2.206 0.746 -0.656
H -1.247 -0.983 -4.703
H -2.278 -2.277 -3.954
H -2.093 -0.803 -3.166
*
```

Computed properties:
LUMO energy (spin up / spin down)	3.920 / 3.639	eV
HOMO (spin up / spin down)	-1.35 / -1.32	eV

=====

Need the numbers? Relative energies in kcal/mol: i 0.0; ii 28.4.

=====

## i
The following is a quantum chemistry calculation of a gas-phase ion, C5H9N3 (charge +2), from the OMol25 dataset.

Geometry as ORCA input:
```
! wB97M-V def2-TZVPD RIJCOSX def2/J DEFGRID3
* xyz 2 1
C -3.550 -0.334 0.147
C -0.851 -0.594 -0.044
C 1.174 -0.062 0.404
C 1.194 -1.525 -0.111
C -0.090 1.881 -0.176
N -2.454 -0.529 -0.071
N -0.171 0.478 0.058
N -0.305 -1.773 -0.280
H -4.477 -0.188 0.619
H 1.386 -0.075 1.464
H 2.036 0.406 -0.099
H 1.488 -1.358 -1.138
H 1.796 -2.096 0.593
H -0.237 2.171 -1.203
H -0.659 2.475 0.535
H 0.917 2.259 -0.008
H -0.617 -2.698 -0.405
*
```

Computed properties:
SMILES	C#[N+]C1=[NH+]CCN1C
LUMO energy	-9.926	eV
HOMO	-19.14	eV

=====

## ii
The following is a quantum chemistry calculation of a gas-phase ion, C5H9N3 (charge +2), from the OMol25 dataset.

Geometry as ORCA input:
```
! wB97M-V def2-TZVPD RIJCOSX def2/J DEFGRID3
* xyz 2 1
C -1.658 -0.417 -0.220
C -0.466 0.433 -0.360
C -0.111 -1.537 0.698
C 0.606 -2.626 1.171
C 0.556 2.645 -0.844
N -1.404 -1.450 0.520
N 0.530 -0.248 0.251
N -0.481 1.646 -0.828
H -2.674 -0.134 -0.590
H -0.066 -3.429 0.842
H 0.547 -2.678 2.310
H 1.762 -2.795 1.117
H 0.645 3.017 -1.985
H 0.270 3.471 -0.280
H 1.575 2.289 -0.641
H 1.598 -0.084 0.254
H -1.229 1.900 -1.414
*
```

Computed properties:
LUMO energy	-12.227	eV
HOMO	-20.59	eV

=====

Need the numbers? Relative energies in kcal/mol: i 28.3; ii 0.0.

=====

## i
The following is a quantum chemistry calculation of 2 unconnected molecules or ions with the total composition C3H10N2O2, from the OMol25 dataset.

Geometry as ORCA input:
```
! wB97M-V def2-TZVPD RIJCOSX def2/J DEFGRID3
* xyz 0 1
C 0.227 -1.369 -1.705
N 0.128 -0.753 -0.464
C 1.243 -0.909 0.477
C 2.333 0.335 0.330
N 2.580 0.809 1.715
O -0.618 -1.277 -2.566
H 1.150 -1.938 -1.847
H -0.712 -0.340 -0.063
H 1.850 -1.826 0.301
H 0.914 -1.107 1.408
H 3.354 -0.084 -0.147
H 2.005 1.045 -0.423
H 1.678 1.224 2.090
H 3.194 1.660 1.763
H -4.162 2.396 1.535
H -5.500 3.112 1.509
O -5.074 2.167 1.380
*
```

Computed properties:
SMILES	NCCNC=O.O
LUMO energy	0.505	eV
HOMO	-9.68	eV

=====

## ii
The following is a quantum chemistry calculation of a molecular structure, C3H10N2O2, from the OMol25 dataset.

Geometry as ORCA input:
```
! wB97M-V def2-TZVPD RIJCOSX def2/J DEFGRID3
* xyz 0 1
C -0.871 2.343 -0.297
C -0.678 -0.370 -0.806
O -1.002 1.084 0.315
O -0.281 -0.116 -1.915
H -1.587 -0.918 -0.544
H -0.577 2.235 -1.352
H -0.108 2.951 0.206
H -1.821 2.888 -0.258
C 0.232 -1.909 1.119
N 0.459 -0.695 0.327
N 1.787 -0.641 -0.195
H 0.105 0.291 0.784
H 1.726 -0.860 -1.190
H 2.099 0.325 -0.141
H 0.947 -1.944 1.939
H 0.352 -2.791 0.488
H -0.780 -1.874 1.521
*
```

Computed properties:
LUMO energy	0.837	eV
HOMO	-9.39	eV

=====

Need the numbers? Relative energies in kcal/mol: i 0.0; ii 38.9.

=====

## i
The following is a quantum chemistry calculation of 2 unconnected molecules or ions with the total composition C3H5F2NO, from the OMol25 dataset.

Geometry as ORCA input:
```
! wB97M-V def2-TZVPD RIJCOSX def2/J DEFGRID3
* xyz 0 1
C -2.504 0.113 0.356
C -1.475 0.805 0.662
C 0.895 -1.230 -0.596
N 1.765 0.060 -0.379
O -0.493 1.426 0.765
F 0.092 -0.962 -1.740
F 1.881 -2.043 -1.100
H -2.623 -0.957 0.530
H -3.415 0.737 -0.059
H 2.169 0.319 -1.264
H 1.100 0.956 -0.092
H 2.421 -0.203 0.451
*
```

Computed properties:
LUMO energy	0.508	eV
HOMO	-7.69	eV

=====

## ii
The following is a quantum chemistry calculation of a single C3H5F2NO molecule, from the OMol25 dataset.

Geometry as ORCA input:
```
! wB97M-V def2-TZVPD RIJCOSX def2/J DEFGRID3
* xyz 0 1
C -0.486 0.009 -0.104
C -1.820 -0.066 -0.103
C 0.518 -1.197 -0.022
N 1.469 1.293 -0.047
O 0.049 1.301 -0.401
F -2.699 0.921 -0.013
F -2.491 -1.238 -0.001
H 1.445 -0.705 0.044
H 0.372 -1.840 -0.896
H 0.320 -1.834 0.865
H 1.683 2.275 -0.277
H 1.641 1.081 0.955
*
```

Computed properties:
SMILES	CC(ON)=C(F)F
LUMO energy	0.817	eV
HOMO	-8.64	eV

=====

Need the numbers? Relative energies in kcal/mol: i 12.1; ii 0.0.